a:
Computed, not measured: a single C2H3O2P molecule, with wB97M-V/def2-TZVPD.

XYZ file:
```
8
Properties=species:S:1:pos:R:3:nbo_charge:R:1
C -0.362 0.588 0.999 0.15
C 0.419 -0.710 -1.177 0.31
O -0.556 0.223 2.089 -0.50
O 0.673 -1.846 -0.981 -0.47
P -1.392 0.119 -0.442 0.25
H 0.482 1.466 0.791 0.10
H 0.997 0.102 -1.571 0.14
H -2.047 -1.160 0.051 0.02
```

Calculated values
Multiplicity = 1
SMILES = O=CPC=O
Total charge = 0

=====

b:
Computed, not measured: a single C2H3O2P molecule, with wB97M-V/def2-TZVPD.

XYZ file:
```
8
Properties=species:S:1:pos:R:3:nbo_charge:R:1
C -1.823 -1.582 0.463 -0.04
C -0.887 -0.765 0.504 -0.53
O 1.438 0.311 0.252 -0.99
O -0.117 1.824 1.278 -1.05
P -0.042 0.614 0.471 2.01
H -2.010 -2.431 -0.007 0.21
H 1.986 1.133 0.378 0.54
H -0.643 0.636 -0.976 -0.15
```

Calculated values
Multiplicity = 1
SMILES = C#C[P@@H](=O)O
Total charge = 0

=====

c:
Computed, not measured: a molecular structure, C2H3O2P, with wB97M-V/def2-TZVPD.

XYZ file:
```
8
Properties=species:S:1:pos:R:3:nbo_charge:R:1
C 0.404 -0.688 0.320 0.13
C 1.071 0.268 -0.291 -0.53
O -0.928 -0.588 0.481 -0.78
O -2.849 0.855 -0.034 -0.99
P -1.509 0.542 -0.530 1.53
H 0.932 -1.513 0.956 0.22
H 2.131 -0.012 -0.283 0.22
H 0.747 1.138 -0.618 0.20
```

Calculated values
Multiplicity = 1
Total charge = 0

=====

d:
Computed, not measured: 2 unconnected molecules or ions with the total composition C2H3O2P, with wB97M-V/def2-TZVPD.

XYZ file:
```
8
Properties=species:S:1:pos:R:3:nbo_charge:R:1
C -0.850 -0.708 1.206 -0.45
C 0.117 -0.930 0.368 0.22
O 1.286 2.300 -2.274 -1.03
O 0.448 1.126 -0.479 -0.96
P 1.048 0.927 -1.872 1.46
H -1.467 -1.428 1.847 0.27
H -1.172 0.186 1.598 0.27
H 0.589 -1.473 -0.394 0.23
```

Calculated values
Multiplicity = 1
Total charge = 0

=====

Of them, c has the highest stability.

=====

a:
Computed, not measured: a molecular structure, C32H27F5FeGeN3O3S, with wB97M-V/def2-TZVPD.

XYZ file:
```
73
Properties=species:S:1:pos:R:3:lowdin_charge:R:1
Fe -0.260 0.805 -0.039 0.60
C 3.690 0.338 2.245 0.03
N 3.677 0.261 0.784 -0.02
C 4.830 0.120 0.077 -0.01
C 4.825 0.054 -1.274 0.03
C 3.556 0.140 -1.918 -0.35
N 2.434 0.285 -1.216 0.18
C 2.495 0.357 0.101 -0.49
O 1.435 0.517 0.796 -0.14
N 3.446 0.089 -3.242 0.21
H 4.582 -0.168 2.604 0.10
H 2.804 -0.159 2.634 0.09
H 3.694 1.379 2.566 0.11
H 5.735 0.063 0.665 0.14
H 5.744 -0.064 -1.825 0.12
H 4.248 -0.020 -3.836 0.12
H 2.533 0.160 -3.660 0.13
O -2.779 8.248 -0.005 0.13
C -2.040 7.405 0.740 -0.48
O -1.790 7.667 1.882 0.13
C -1.556 6.147 0.082 -0.12
C -2.021 5.677 -1.141 -0.01
C -1.530 4.499 -1.677 -0.10
C -0.558 3.776 -0.997 -0.64
S 0.110 2.298 -1.713 0.70
C -0.083 4.251 0.225 -0.11
C -0.585 5.418 0.766 0.00
H -2.832 7.949 -0.917 0.09
H -2.797 6.195 -1.691 0.12
H -1.911 4.133 -2.620 0.11
H 0.691 3.704 0.750 0.10
H -0.235 5.790 1.718 0.13
F -2.820 1.919 -0.668 0.08
C -2.279 1.115 0.253 -0.38
F -1.754 1.938 1.277 0.00
C -3.469 0.371 0.883 -0.60
F -4.161 -0.279 -0.050 0.17
F -3.068 -0.506 1.811 0.15
F -4.289 1.243 1.475 0.18
C -4.543 -3.199 -2.092 -0.06
C -3.689 -2.334 -2.762 -0.07
C -2.547 -1.872 -2.133 -0.13
C -2.252 -2.268 -0.829 -0.33
C -3.119 -3.126 -0.162 -0.10
C -4.258 -3.595 -0.795 -0.06
Ge -0.623 -1.702 0.025 1.10
C 0.935 -2.423 -0.867 -0.30
C 0.904 -2.792 -2.209 -0.09
C 2.016 -3.364 -2.806 -0.07
C 3.168 -3.580 -2.063 -0.07
C 3.202 -3.237 -0.718 -0.07
C 2.093 -2.660 -0.126 -0.13
C -0.406 -2.002 1.932 -0.31
C -0.433 -1.020 2.916 -0.12
C -0.249 -1.349 4.248 -0.06
C -0.042 -2.673 4.613 -0.06
C -0.012 -3.661 3.643 -0.07
C -0.184 -3.326 2.309 -0.11
H -5.438 -3.561 -2.581 0.11
H -3.919 -2.014 -3.769 0.11
H -1.902 -1.174 -2.657 0.10
H -2.918 -3.423 0.862 0.11
H -4.930 -4.259 -0.270 0.11
H 0.005 -2.655 -2.797 0.09
H 1.978 -3.656 -3.846 0.11
H 4.031 -4.041 -2.526 0.11
H 4.089 -3.437 -0.130 0.11
H 2.120 -2.415 0.930 0.10
H -0.609 0.021 2.671 0.09
H -0.276 -0.576 5.003 0.11
H 0.093 -2.932 5.654 0.11
H 0.146 -4.693 3.925 0.11
H -0.141 -4.112 1.562 0.11
```

Calculated values
Multiplicity = 5
⟨S²⟩ = 6.1040
Total charge = +1

=====

b:
Computed, not measured: a molecular structure, C32H27F5FeGeN3O3S, with wB97M-V/def2-TZVPD.

XYZ file:
```
73
Properties=species:S:1:pos:R:3:lowdin_charge:R:1
Fe -0.579 0.892 -0.669 0.64
C 1.356 4.747 -2.669 0.03
N 2.011 4.004 -1.565 -0.02
C 3.246 4.363 -1.119 -0.02
C 3.862 3.696 -0.131 0.02
C 3.165 2.587 0.432 -0.34
N 1.965 2.213 -0.022 0.17
C 1.377 2.919 -0.999 -0.46
O 0.228 2.619 -1.438 -0.08
N 3.696 1.915 1.454 0.21
H 1.759 5.755 -2.698 0.10
H 0.290 4.784 -2.498 0.09
H 1.539 4.255 -3.622 0.11
H 3.693 5.220 -1.603 0.14
H 4.841 3.992 0.227 0.12
H 4.636 2.102 1.750 0.13
H 3.253 1.079 1.802 0.09
O -3.797 0.488 -7.804 0.12
C -3.681 -0.567 -6.966 -0.48
O -3.806 -1.680 -7.384 0.14
C -3.400 -0.259 -5.524 -0.14
C -2.723 0.880 -5.113 -0.03
C -2.485 1.107 -3.764 -0.10
C -2.937 0.202 -2.806 -0.63
S -2.740 0.499 -1.061 0.67
C -3.598 -0.950 -3.224 -0.10
C -3.816 -1.182 -4.574 0.00
H -3.781 1.314 -7.312 0.10
H -2.345 1.592 -5.841 0.12
H -1.945 1.990 -3.444 0.09
H -3.932 -1.665 -2.482 0.10
H -4.313 -2.084 -4.915 0.13
F 2.242 -2.776 0.149 0.08
C 1.836 -1.484 0.023 -0.44
F 2.945 -0.697 0.130 0.06
C 1.333 -1.336 -1.429 -0.57
F 0.013 -1.624 -1.468 0.12
F 1.448 -0.036 -1.798 0.12
F 1.972 -2.087 -2.290 0.23
C 3.587 -0.841 5.203 -0.07
C 2.520 0.039 5.081 -0.07
C 1.642 -0.080 4.008 -0.10
C 1.830 -1.076 3.046 -0.29
C 2.908 -1.957 3.180 -0.11
C 3.781 -1.837 4.254 -0.07
Ge 0.544 -1.272 1.613 1.10
C -0.372 -2.970 1.606 -0.29
C -0.017 -3.923 2.563 -0.09
C -0.680 -5.145 2.617 -0.07
C -1.703 -5.417 1.719 -0.07
C -2.067 -4.470 0.768 -0.06
C -1.410 -3.249 0.711 -0.12
C -0.804 0.169 1.801 -0.33
C -0.591 1.562 1.839 -0.18
C -1.624 2.429 2.197 -0.06
C -2.865 1.928 2.545 -0.05
C -3.081 0.553 2.553 -0.05
C -2.071 -0.316 2.177 -0.11
H 4.262 -0.758 6.047 0.11
H 2.363 0.811 5.825 0.11
H 0.801 0.599 3.932 0.09
H 3.074 -2.739 2.449 0.10
H 4.610 -2.528 4.354 0.11
H 0.777 -3.714 3.273 0.10
H -0.398 -5.879 3.365 0.11
H -2.224 -6.367 1.764 0.11
H -2.870 -4.681 0.070 0.11
H -1.726 -2.514 -0.020 0.08
H 0.394 1.979 1.663 0.08
H -1.441 3.497 2.221 0.12
H -3.665 2.606 2.821 0.12
H -4.046 0.156 2.844 0.12
H -2.267 -1.380 2.177 0.10
```

Calculated values
Multiplicity = 5
⟨S²⟩ = 6.0124
Total charge = +1

=====

Of them, b has the highest stability.

=====

a:
Computed, not measured: a gas-phase ion, C4H5O5S (charge -1), with wB97M-V/def2-TZVPD.

XYZ file:
```
15
Properties=species:S:1:pos:R:3:nbo_charge:R:1
C -2.660 -1.717 -0.040 1.00
C -1.432 0.672 -0.789 -0.89
C -0.787 -0.277 0.195 0.04
C 0.687 -0.505 -0.097 -0.63
O -2.973 1.591 1.332 -0.96
O -2.995 -2.871 -0.178 -0.62
O -3.882 1.510 -0.916 -0.94
O -3.465 -0.712 0.238 -0.70
O -1.289 -1.589 0.096 -0.53
S -3.015 0.938 0.025 2.29
H -0.885 1.553 -0.635 0.19
H -0.876 0.064 1.385 0.13
H 1.383 0.157 0.406 0.20
H 0.805 -0.358 -1.227 0.21
H 0.805 -1.599 0.251 0.22
```

Calculated values
Multiplicity = 1
SMILES = C[C@H]1C=[S@@](=O)([O-])OC(=O)O1
Total charge = -1

=====

b:
Computed, not measured: a gas-phase ion, C4H5O5S (charge -1), with wB97M-V/def2-TZVPD.

XYZ file:
```
15
Properties=species:S:1:pos:R:3:nbo_charge:R:1
C -1.106 -1.862 0.242 0.29
C -0.736 -0.534 0.450 -0.56
C 1.053 -0.302 0.332 0.60
C 1.386 0.995 -0.185 -0.87
O -3.010 0.409 0.119 -1.00
O -0.383 -2.890 0.391 -0.68
O -1.130 1.332 -1.298 -1.02
O -1.184 1.926 0.997 -1.03
O 1.893 -1.268 0.403 -0.59
S -1.572 0.910 0.008 2.38
H -2.044 -1.849 -0.268 0.14
H 0.556 1.278 -0.976 0.36
H 2.278 1.133 -0.847 0.20
H 1.161 1.719 0.616 0.31
H 2.838 -0.997 0.015 0.47
```

Calculated values
Multiplicity = 1
SMILES = C/C(O)=C(/C=O)S(=O)(=O)[O-]
Total charge = -1

=====

Of them, a has the highest stability.

=====

a:
Computed, not measured: a single C4H8NO3 molecule, with wB97M-V/def2-TZVPD.

XYZ file:
```
16
Properties=species:S:1:pos:R:3:nbo_charge:R:1
O -2.288 -0.289 -1.881 -0.75
C -1.973 0.187 -0.733 0.01
C -0.666 -0.219 -0.163 -0.14
C 0.132 0.863 0.515 -0.54
C 1.112 0.310 1.541 0.79
O 2.366 0.208 1.028 -0.71
O 0.843 -0.066 2.645 -0.57
N 0.038 -0.827 -1.331 -0.69
H -2.661 0.624 -0.003 0.13
H -0.782 -1.045 0.540 0.18
H -0.480 1.550 1.107 0.27
H 0.727 1.464 -0.172 0.23
H 2.990 0.019 1.762 0.50
H 0.888 -1.270 -1.014 0.41
H -0.602 -1.432 -1.873 0.47
H 0.356 -0.080 -1.968 0.42
```

Calculated values
Multiplicity = 2
⟨S²⟩ = 0.7534
Total charge = 0

=====

b:
Computed, not measured: a molecular structure, C4H8NO3, with wB97M-V/def2-TZVPD.

XYZ file:
```
16
Properties=species:S:1:pos:R:3:nbo_charge:R:1
C 0.779 1.384 0.355 -0.63
C 0.101 0.074 0.021 -0.11
C 0.904 -1.139 0.187 -0.33
O 2.339 -0.589 -0.784 -0.61
N -1.357 -0.041 0.502 -0.43
C -2.408 0.119 -0.608 0.80
O -2.149 1.194 -1.238 -0.62
O -3.365 -0.732 -0.543 -0.32
H 1.676 1.579 -0.229 0.26
H 0.280 2.193 -0.020 0.24
H 0.899 1.580 1.471 0.21
H -0.052 -0.030 -0.995 0.24
H 0.672 -1.972 -0.532 0.25
H 0.900 -1.627 1.208 0.24
H 2.146 -0.987 0.364 0.43
H -1.364 -1.008 0.840 0.36
```

Calculated values
Multiplicity = 2
⟨S²⟩ = 0.7668
Total charge = 0

=====

Of them, a has the highest stability.